C23H42MnN3OP2 | ωB97M-V/def2-TZVPD

Calculated values
Net charge: +3
Orbital gap (spin up / spin down) (eV): 6.913 / 7.706
2S+1: 4
F_max (hartree/bohr): 0.1677
LUMO (spin up / spin down) (eV): -11.609 / -10.605

Geometry (Å):
Mn  -0.84  -0.31  -2.06
P  0.85  2.55  1.57
P  0.82  -1.97  -1.73
N  1.45  1.03  -0.98
C  1.71  3.29  0.13
H  1.44  4.35  0.00
H  2.79  3.28  0.35
C  1.46  2.51  -1.19
H  0.48  2.78  -1.64
H  2.24  2.77  -1.90
C  2.50  0.35  -1.81
H  3.32  0.06  -1.13
H  2.93  1.06  -2.54
C  1.97  -0.84  -2.63
H  2.81  -1.46  -2.97
H  1.43  -0.44  -3.50
C  0.03  -3.29  -2.81
C  -1.00  -2.71  -3.78
H  -0.55  -2.00  -4.49
H  -1.83  -2.20  -3.25
H  -1.45  -3.52  -4.36
C  2.06  -2.79  -0.65
C  1.44  -3.47  0.56
H  2.25  -3.90  1.17
H  0.76  -4.28  0.26
H  0.88  -2.76  1.18
C  1.12  3.23  3.24
C  0.05  2.76  4.24
H  0.44  2.87  5.27
H  -0.21  1.71  4.12
H  -0.86  3.37  4.18
C  -0.92  2.85  1.08
C  -1.93  1.97  1.81
H  -2.90  2.03  1.29
H  -2.09  2.30  2.85
H  -1.62  0.92  1.83
C  -1.62  1.10  -2.91
O  -2.14  2.06  -3.35
C  2.97  -3.76  -1.42
H  2.41  -4.48  -2.02
H  3.68  -3.24  -2.08
H  3.57  -4.34  -0.70
C  1.36  4.74  3.27
H  1.80  4.99  4.24
H  2.06  5.05  2.48
H  0.42  5.29  3.16
C  -1.33  4.33  1.18
H  -2.19  4.52  0.52
H  -1.65  4.61  2.20
H  -0.54  5.03  0.86
C  -0.61  -4.39  -1.94
H  -1.23  -3.98  -1.13
H  -1.27  -5.02  -2.55
H  0.13  -5.07  -1.49
H  0.88  -3.71  -3.37
H  -0.97  2.59  0.01
H  2.69  -1.95  -0.30
H  2.06  2.72  3.53
H  1.66  0.89  0.08
H  1.73  1.39  1.70
N  -6.25  -2.63  -0.12
C  -5.15  -2.33  0.12
C  -3.78  -1.96  0.41
C  -3.19  -2.23  1.64
C  -1.86  -1.87  1.85
C  -1.16  -1.26  0.82
N  -1.74  -1.00  -0.37
C  -3.04  -1.33  -0.60
H  -3.78  -2.72  2.43
H  -1.37  -2.05  2.81
H  -0.11  -0.97  0.92
H  -3.43  -1.09  -1.59

***

C23H42N3OP2Tm | ωB97M-V/def2-TZVPD

Calculated values
Net charge: +2
Orbital gap (spin up / spin down) (eV): 6.936 / 6.953
2S+1: 3
F_max (hartree/bohr): 0.0739
LUMO (spin up / spin down) (eV): -6.918 / -6.909

Geometry (Å):
Tm  -0.07  -0.28  -0.62
P  -2.15  1.15  -1.06
P  1.29  -2.34  0.07
N  -1.49  -1.89  -1.26
C  -3.08  -0.16  -1.95
H  -4.13  0.16  -1.94
H  -2.71  -0.18  -2.99
C  -2.90  -1.56  -1.33
H  -3.39  -1.61  -0.34
H  -3.40  -2.32  -1.96
C  -1.24  -3.23  -0.78
H  -1.79  -3.94  -1.43
H  -1.63  -3.40  0.25
C  0.26  -3.55  -0.84
H  0.60  -3.53  -1.89
H  0.50  -4.52  -0.40
C  1.31  -2.76  1.82
C  1.72  -1.63  2.77
H  1.60  -1.98  3.80
H  1.07  -0.75  2.69
H  2.76  -1.33  2.63
C  2.83  -2.05  -0.82
C  3.76  -1.08  -0.09
H  4.62  -0.85  -0.73
H  4.13  -1.50  0.85
H  3.30  -0.11  0.13
C  -1.50  2.33  -2.26
C  -0.76  3.49  -1.60
H  -0.28  4.11  -2.36
H  0.06  3.14  -0.96
H  -1.42  4.12  -1.00
C  -3.09  1.70  0.35
C  -2.30  2.42  1.43
H  -2.95  2.63  2.29
H  -1.92  3.39  1.08
H  -1.46  1.83  1.82
C  -1.23  -0.76  1.39
O  -1.81  -1.03  2.32
C  3.49  -3.38  -1.11
H  3.86  -3.86  -0.20
H  2.82  -4.08  -1.63
H  4.35  -3.20  -1.77
C  -2.64  2.82  -3.15
H  -2.20  3.43  -3.95
H  -3.18  1.99  -3.62
H  -3.35  3.44  -2.60
C  -4.26  2.53  -0.17
H  -4.95  2.68  0.66
H  -3.93  3.51  -0.51
H  -4.81  2.03  -0.97
C  2.18  -3.99  1.98
H  3.25  -3.75  1.88
H  2.03  -4.38  2.99
H  1.93  -4.79  1.27
H  0.26  -3.01  2.03
H  -3.47  0.76  0.79
H  2.52  -1.58  -1.77
H  -0.78  1.76  -2.87
H  0.36  -0.32  -3.31
H  0.92  0.06  -2.95
N  3.83  4.42  3.66
C  3.26  3.60  3.08
C  2.41  2.73  2.30
C  1.36  3.42  1.79
C  0.51  2.83  1.00
N  0.76  1.51  0.52
C  1.72  0.82  1.16
C  2.63  1.41  2.06
H  1.16  4.50  2.04
H  -0.31  3.44  0.76
H  1.67  -0.26  0.96
H  3.47  0.84  2.54

***

C23H42N3OP2V | ωB97M-V/def2-TZVPD

Calculated values
Net charge: +2
Orbital gap (spin up / spin down) (eV): 7.007 / 7.376
2S+1: 3
F_max (hartree/bohr): 0.1885
LUMO (spin up / spin down) (eV): -7.997 / -7.905

Geometry (Å):
V  0.31  -0.06  -0.06
P  0.01  -2.27  -0.99
P  0.03  2.34  -0.64
N  1.79  0.07  -1.21
C  1.69  -2.33  -1.77
H  2.18  -3.30  -1.57
H  1.53  -2.25  -2.86
C  2.58  -1.17  -1.32
H  3.08  -1.40  -0.36
H  3.39  -1.02  -2.05
C  2.57  1.31  -1.16
H  3.38  1.27  -1.91
H  3.07  1.42  -0.18
C  1.68  2.52  -1.44
H  1.50  2.58  -2.53
H  2.17  3.45  -1.13
C  0.21  3.26  0.97
C  -0.95  2.93  1.91
H  -0.67  3.23  2.92
H  -1.18  1.85  1.94
H  -1.87  3.46  1.62
C  -1.16  3.25  -1.73
C  -2.54  3.36  -1.07
H  -3.26  3.72  -1.83
H  -2.55  4.10  -0.26
H  -2.90  2.40  -0.70
C  -1.19  -3.02  -2.16
C  -2.56  -3.21  -1.51
H  -3.29  -3.46  -2.29
H  -2.91  -2.30  -1.00
H  -2.56  -4.04  -0.79
C  0.17  -3.40  0.46
C  -1.00  -3.22  1.43
H  -0.68  -3.58  2.42
H  -1.87  -3.82  1.11
H  -1.31  -2.17  1.55
C  -1.52  -0.03  0.19
C  -0.65  4.61  -2.23
H  -0.61  5.36  -1.43
H  0.34  4.53  -2.71
H  -1.36  4.97  -2.99
C  -0.66  -4.31  -2.82
H  -1.36  -4.59  -3.62
H  0.33  -4.17  -3.27
H  -0.62  -5.15  -2.11
C  0.48  -4.88  0.24
H  0.82  -5.27  1.21
H  -0.39  -5.49  -0.05
H  1.30  -5.04  -0.48
C  0.50  4.76  0.88
H  -0.40  5.36  0.65
H  0.84  5.07  1.88
H  1.30  5.01  0.17
H  1.12  2.81  1.38
H  1.08  -2.97  0.91
H  -1.24  2.56  -2.59
H  -1.28  -2.24  -2.94
O  -2.70  -0.01  0.33
H  -0.44  -0.02  -3.59
H  -1.11  0.12  -3.28
N  -0.50  0.40  6.88
C  0.01  0.21  5.84
C  0.53  0.00  4.51
C  0.41  -1.25  3.92
C  0.99  -1.39  2.65
N  1.00  -0.34  1.81
C  1.43  0.81  2.42
C  1.03  1.06  3.74
H  -0.18  -2.08  4.33
H  1.47  -2.34  2.39
H  2.16  1.41  1.88
H  1.01  2.08  4.13